{"formula": "C10H26ClO15", "method": "the ωB97M-V functional and the def2-TZVPD basis", "elements": ["Cl", "O", "O", "O", "O", "C", "C", "O", "C", "O", "O", "H", "H", "H", "H", "C", "C", "O", "C", "O", "O", "H", "H", "H", "H", "O", "H", "H", "O", "H", "H", "O", "H", "H", "C", "C", "O", "H", "H", "H", "H", "H", "H", "C", "C", "O", "H", "H", "H", "H", "H", "H"], "positions_angstrom": [[-0.106054, -1.445037, -1.650875], [-0.963854, -0.354277, -1.731715], [0.884836, -1.394137, -0.637725], [-0.748074, -2.720517, -1.295735], [0.439556, -1.421247, -2.991065], [1.063996, 0.733223, 6.358195], [0.737516, 2.056303, 5.585455], [1.387366, 3.038423, 6.307905], [1.988466, 2.491023, 7.493085], [2.537406, 3.087373, 8.383595], [1.686476, 1.202213, 7.492545], [1.679096, 0.004403, 5.830395], [0.108926, 0.330163, 6.695065], [-0.342614, 2.181473, 5.661325], [1.025666, 1.952423, 4.539385], [-6.256324, 0.413833, 3.094185], [-5.880574, 1.814163, 2.957375], [-6.947384, 2.472233, 2.288945], [-7.971114, 1.612053, 2.343335], [-9.106224, 1.941933, 1.977025], [-7.601974, 0.488183, 2.867525], [-6.128444, 0.196583, 4.154635], [-5.803924, -0.390537, 2.514165], [-4.961414, 1.812223, 2.371495], [-5.604814, 2.257693, 3.914105], [0.210756, 3.349313, -5.382715], [0.372706, 2.723713, -4.676585], [0.958186, 3.946413, -5.350455], [5.910336, -2.224357, -2.457885], [5.462486, -1.724467, -1.775405], [5.270386, -2.289467, -3.166725], [-4.220014, 3.392173, -4.799925], [-4.108094, 2.671893, -4.179525], [-3.341934, 3.759143, -4.902565], [1.176466, -9.428097, -6.100125], [0.485566, -8.222397, -5.463055], [0.431086, -8.500677, -4.061715], [1.660746, -9.272877, -7.064225], [0.649736, -10.374817, -6.219985], [2.131856, -9.725607, -5.667905], [-0.543014, -8.062617, -5.786465], [1.141596, -7.367067, -5.624695], [0.183206, -7.667347, -3.654645], [4.540416, 5.241433, 0.977725], [4.379096, 4.283473, -0.140005], [4.814536, 4.727193, -1.376075], [4.054766, 6.196713, 0.778535], [5.565406, 5.337623, 1.335845], [3.988876, 4.910583, 1.857755], [3.317126, 4.221473, -0.377655], [4.660066, 3.287703, 0.202925], [5.731146, 4.450803, -1.447065]], "atomic_forces_ev_per_a": [[0.8, -3.9, -1.2], [-2.9, 2.7, 2.0], [1.8, 1.9, 0.9], [-1.0, 0.8, -1.5], [1.4, -1.6, -0.2], [-1.5, 0.6, -1.0], [-0.7, -2.1, -0.1], [2.0, 0.9, 1.8], [-1.0, 1.3, -0.4], [-0.8, -0.7, -2.0], [1.6, -0.5, 2.0], [0.0, 0.1, 0.1], [0.2, -0.6, -0.3], [0.0, 0.4, -0.3], [0.2, 0.6, 0.1], [0.4, -1.4, 2.1], [3.2, 1.6, -1.0], [0.9, -0.2, 0.3], [-4.1, 3.0, -1.7], [2.9, -1.4, 1.0], [-2.9, -2.5, 0.0], [0.1, -0.7, 0.0], [0.2, 0.5, -0.4], [0.0, 0.8, -0.3], [-0.6, 0.4, 0.0], [-0.2, 0.1, -0.2], [0.0, -0.3, 0.2], [0.2, 0.1, 0.0], [0.4, -0.1, 0.0], [-0.2, 0.1, 0.2], [-0.2, 0.0, -0.1], [-0.3, 0.1, -0.1], [0.0, -0.2, 0.1], [0.3, 0.1, -0.1], [1.0, -0.7, -1.0], [0.9, -1.3, 0.4], [0.0, 0.2, 0.0], [-0.9, 0.8, -0.7], [-0.6, 0.3, 0.3], [-0.2, 0.3, 1.4], [0.2, 0.1, -0.6], [-0.3, 0.3, -0.2], [-0.1, 0.0, 0.4], [-0.1, 0.7, 1.3], [-2.7, -0.3, 0.4], [1.8, -0.1, -0.8], [0.5, 0.2, -0.3], [0.1, 0.4, -0.3], [-0.1, -0.5, 0.0], [-0.4, -0.4, 0.7], [0.6, -0.2, -0.6], [0.2, 0.3, -0.4]], "mulliken_charge": [1.57, -0.61, -0.63, -0.66, -0.67, -0.28, -0.22, -0.35, 0.68, -0.51, -0.33, 0.28, 0.22, 0.22, 0.29, -0.26, -0.28, -0.32, 0.72, -0.59, -0.32, 0.21, 0.30, 0.29, 0.25, -0.65, 0.34, 0.31, -0.66, 0.33, 0.33, -0.66, 0.33, 0.33, -1.18, -0.09, -0.53, 0.37, 0.29, 0.33, 0.25, 0.24, 0.31, -0.87, -0.31, -0.50, 0.26, 0.28, 0.29, 0.24, 0.31, 0.29], "e_above_lowest_ev": 3.413, "charge": -1, "energy_ev": -54018.57598}



{"formula": "C10H27AsClN2O4Pb", "method": "the ωB97M-V functional and the def2-TZVPD basis", "elements": ["Pb", "N", "C", "C", "C", "C", "N", "H", "H", "H", "H", "H", "H", "H", "H", "H", "H", "H", "H", "O", "Cl", "O", "O", "O", "C", "C", "As", "C", "C", "C", "C", "H", "H", "H", "H", "H", "H", "H", "H", "H", "H", "H", "H", "H", "H", "H"], "positions_angstrom": [[-0.153547, -0.981138, -1.648104], [-2.192289, -0.731287, -3.313516], [-3.259626, 0.278221, -3.142538], [-2.764924, 1.686626, -3.459308], [-2.252696, 2.511246, -2.272668], [-0.753447, 2.498843, -2.011804], [-0.328904, 1.370650, -1.139874], [-1.871615, -0.709522, -4.278797], [-2.599652, -1.655170, -3.185563], [-3.605244, 0.212138, -2.110958], [-4.109882, 0.030527, -3.783225], [-3.583432, 2.235788, -3.925292], [-1.989572, 1.629317, -4.230916], [-2.773435, 2.213693, -1.357468], [-2.532395, 3.553971, -2.429934], [-0.472541, 3.427409, -1.509916], [-0.185749, 2.449303, -2.942470], [-0.934568, 1.335936, -0.313864], [0.598216, 1.569605, -0.769625], [-1.963032, 0.415690, 1.159538], [-2.397531, -0.922719, 0.882075], [-3.778489, -1.090929, 1.074777], [-1.600938, -1.869215, 1.582829], [-2.141404, -1.144692, -0.606720], [0.973204, 1.570928, 2.509782], [0.962837, 0.055917, 2.668772], [1.344057, -0.857971, 0.991819], [1.453974, -2.757045, 1.446313], [1.975866, -3.092825, 2.838678], [3.172955, -0.295714, 0.567105], [4.241101, -0.531538, 1.625650], [0.792797, 2.058558, 3.467106], [0.189010, 1.900391, 1.828244], [1.935536, 1.934300, 2.142442], [-0.007828, -0.307472, 3.004435], [1.710002, -0.271483, 3.394872], [2.049008, -3.233220, 0.662955], [0.432345, -3.126543, 1.339694], [2.976791, -2.704719, 3.019359], [2.009583, -4.174107, 2.971124], [1.316796, -2.694788, 3.609277], [3.101119, 0.771708, 0.334038], [3.441748, -0.792969, -0.369076], [3.977384, -0.073605, 2.579102], [5.189230, -0.098028, 1.306898], [4.409177, -1.594066, 1.794752]], "atomic_forces_ev_per_a": [[0.0, 0.1, -0.2], [0.2, 0.0, -0.1], [-0.1, 0.0, 0.0], [0.0, 0.0, -0.1], [0.0, 0.1, 0.0], [0.0, 0.0, 0.0], [0.0, 0.0, 0.1], [0.0, 0.0, 0.0], [0.0, 0.0, 0.0], [0.0, 0.0, 0.0], [0.1, 0.0, 0.0], [0.0, 0.0, 0.1], [0.0, 0.0, 0.0], [0.0, 0.0, 0.0], [0.0, 0.0, -0.1], [0.0, 0.0, 0.0], [0.0, 0.0, 0.0], [0.0, 0.0, 0.0], [0.0, 0.0, 0.0], [0.0, 0.3, 0.1], [0.1, 0.0, -0.4], [-0.2, 0.0, 0.0], [0.0, -0.1, 0.2], [-0.1, -0.1, 0.3], [0.0, 0.0, 0.0], [0.1, 0.0, 0.1], [-0.1, -0.1, -0.1], [0.0, -0.1, 0.0], [0.0, 0.0, 0.0], [0.0, 0.1, -0.1], [0.0, 0.0, 0.0], [0.0, 0.0, 0.0], [0.0, 0.0, 0.0], [0.0, 0.0, 0.0], [0.0, 0.0, 0.0], [0.0, 0.0, 0.0], [0.1, 0.0, 0.0], [0.1, 0.0, 0.0], [0.0, 0.0, 0.0], [0.0, 0.0, 0.0], [0.0, 0.0, 0.0], [0.0, 0.0, 0.0], [0.0, 0.0, 0.0], [0.0, 0.0, 0.0], [0.0, 0.0, 0.0], [0.0, 0.0, 0.0]], "mulliken_charge": [1.08, -0.59, -0.49, -0.77, -0.67, -0.78, -0.18, 0.28, 0.30, 0.27, 0.40, 0.39, 0.35, 0.38, 0.39, 0.38, 0.47, 0.10, 0.26, -0.66, 1.67, -0.64, -0.60, -0.60, -1.24, -0.60, 0.07, -0.58, -1.17, -0.58, -1.21, 0.39, 0.19, 0.32, 0.50, 0.60, 0.47, 0.38, 0.22, 0.41, 0.30, 0.39, 0.47, 0.29, 0.40, 0.26], "charge": 1, "energy_ev": -100574.62028}



Which highest occupied orbital energy belongs to each record? In order, -5.9; -11.8 eV.
Which E_LUMO belongs to each record? In order, 0.0621; -0.1292 Ha.